Record 1
Below is a molecular structure, C21H22AsFeN6 in a non-equilibrium geometry, with properties calculated with ωB97M-V/def2-TZVPD.

Structure (ORCA input):
```
! RIJCOSX wB97M-V def2-TZVPD def2/J DEFGRID3
* xyz 1 5
As 0.14030 3.58393 -0.67298
Fe -0.63418 1.31691 0.13843
N 1.26365 -7.45095 -0.34003
N -0.19732 -0.49208 0.16109
N -4.38692 -0.70087 2.23468
N -2.05341 0.54394 1.22109
N 3.71606 1.32534 -1.62140
N 1.26868 1.32693 -0.19332
C -2.21285 -0.79739 1.19687
C 1.97990 2.45470 -0.40944
C -1.06411 -1.43095 0.59717
C 3.17669 2.45432 -1.10617
C 1.95523 -5.18262 0.09950
C 0.95160 -0.93084 -0.39506
C 0.38731 4.32338 1.13885
C 1.26202 -2.27693 -0.55476
C 2.19756 -6.54545 0.00955
C 0.03341 -6.97242 -0.61311
C 1.79599 0.19365 -0.70636
C -3.35801 -1.40325 1.69527
C 0.67366 -4.69102 -0.18821
C -1.68354 4.29109 -0.92845
C 1.04448 5.07128 -1.60199
C -0.30212 -5.62773 -0.55410
C -4.21487 0.64098 2.25137
C 0.36425 -3.24922 -0.09357
C 2.99473 0.19596 -1.40575
C -3.07397 1.24872 1.75608
C -0.82620 -2.79795 0.49455
H -0.23844 3.75402 1.85583
H 0.85560 4.99191 -2.69218
H 0.66290 6.04650 -1.23500
H -0.70304 -7.72147 -0.88999
H 3.73650 3.36809 -1.26933
H -1.53887 -3.50993 0.89606
H 2.76084 -4.52512 0.40930
H 1.55613 3.36477 -0.00179
H -1.90044 2.40925 0.35618
H -5.02577 1.22091 2.67679
H 3.18057 -6.95415 0.22709
H 2.13607 5.01192 -1.41391
H 1.45469 4.22766 1.42956
H -2.94574 2.32455 1.77356
H -1.97429 4.17376 -1.99343
H 2.20021 -2.57258 -1.01204
H 3.42441 -0.70562 -1.82398
H -1.31496 -5.32673 -0.80358
H -3.50131 -2.47651 1.67919
H 0.09371 5.39281 1.16566
H -1.72655 5.36434 -0.65164
H -2.39024 3.72019 -0.29216
*
```

Results
LUMO (alpha / beta), eV: -4.3768 / -4.6318
<S²>: 6.06
Kohn-Sham gap (alpha / beta), Ha: 0.1920 / 0.2478



Record 2
Below is 11 unconnected molecules or ions with the total composition C3H26O12 in a non-equilibrium geometry, with properties calculated with ωB97M-V/def2-TZVPD.

Structure (ORCA input):
```
! RIJCOSX wB97M-V def2-TZVPD def2/J DEFGRID3
* xyz 0 1
O 0.01822 0.25973 2.21468
O 0.02677 -1.04307 -3.12371
O 1.81387 -2.67090 -1.91564
O -2.16666 -1.79869 1.26026
O 0.52116 -0.92148 0.45228
O -1.76560 2.03718 0.77779
O -2.68042 -0.65134 -1.25103
O -0.06672 -4.07302 0.54707
O -2.96787 1.80973 -1.46796
O -1.01326 2.41397 3.62962
O 0.82902 1.15022 -2.05297
O 0.04111 3.73384 -0.24723
C 2.35268 0.07727 1.67543
C 3.18884 0.25735 0.44815
C 0.94574 -0.22272 1.34269
H -2.87296 -1.27495 -0.51278
H 0.74248 1.01693 -3.01494
H -1.76923 -0.77434 -1.50588
H 4.15879 0.68072 0.75067
H -0.09158 2.21597 3.41835
H -3.79683 1.39218 -1.69781
H -1.44036 2.77060 0.20918
H -0.84442 0.52311 1.76859
H -2.90192 -2.33468 1.61715
H -1.56800 -2.54861 1.03072
H 2.73765 -0.68285 2.33982
H 2.44179 0.87648 2.45696
H 0.43946 3.75524 0.63560
H 0.44610 2.99926 -0.72180
H 0.10595 0.60409 -1.72774
H -2.70738 2.24737 0.63345
H -0.56490 -1.82663 -3.26654
H 0.65520 -3.80217 1.10638
H 1.83257 -1.87317 -1.35477
H 2.62010 -2.54224 -2.44874
H 3.24347 -0.73863 -0.02498
H 2.62183 0.86950 -0.29418
H -2.20628 1.25583 -1.53272
H -1.30071 2.35998 2.71811
H 0.23978 -4.06765 -0.35608
H 0.70248 -1.45940 -2.51543
*
```

Results
SMILES: CCC(=O)O.O.O.O.O.O.O.O.O.O.O
Relative energy (zero: lowest compared OMol25 entry of this formula, charge and spin), kcal per mole: 27.2
LUMO, eV: 0.0176
Kohn-Sham gap, Ha: 0.3811



Record 3
Below is a molecular structure, C21H40BrGeN3O5Ti in a non-equilibrium geometry, with properties calculated with ωB97M-V/def2-TZVPD.

Structure (ORCA input):
```
! RIJCOSX wB97M-V def2-TZVPD def2/J DEFGRID3
* xyz 1 2
Br 6.23998 -4.33669 -1.05753
Ge -1.76169 1.15662 1.69018
Ti 0.37741 -0.23389 0.17133
O -1.99333 1.53350 -0.07194
O 0.22951 1.24329 1.44647
O 2.08794 -1.15237 0.55580
O 2.05507 0.57051 -0.73998
O -1.28086 -0.77470 1.22972
N -0.35114 0.25246 -1.85944
N 0.22162 -2.34611 -0.85497
N 5.52776 -0.65716 -2.72960
C 1.10003 3.46542 1.13290
C 1.07772 2.26499 2.06456
C 2.64938 -0.47683 -0.36982
C 5.47691 -2.65712 -1.42585
C -1.68409 -3.09287 1.76530
C -0.06477 -1.73598 3.12001
C 4.46656 -0.23033 -2.04659
C -0.85418 -1.89054 -3.02719
C -2.51626 -1.31744 3.28616
C 2.47146 1.68650 2.25550
C -1.29405 -0.46256 -2.74534
C 0.48437 2.63666 3.41761
C 3.86500 -0.97460 -1.04833
C 4.38118 -2.21010 -0.72317
C -1.37766 -1.71487 2.35094
C 6.01363 -1.85399 -2.41915
C -3.60726 3.29340 0.50933
C -2.23560 3.36916 -1.57545
C -4.03838 1.65046 -1.32674
C -2.96972 2.45903 -0.60254
C -0.85357 -2.75767 -1.78041
H -2.26289 -0.47776 -2.24405
H -1.80796 2.79512 -2.40346
H -1.53236 -2.32459 -3.76175
H -0.78067 -3.61493 1.44329
H -4.87337 2.29219 -1.61268
H 1.14244 3.34100 3.92533
H 1.12019 -2.50100 -1.30490
H 3.04023 2.33115 2.92508
H 0.14462 -1.89465 -3.48001
H 1.49805 3.18123 0.15765
H 3.93216 -2.79733 0.06972
H -3.63923 1.19364 -2.23626
H -4.41784 0.86091 -0.67553
H 0.77430 -2.01952 2.48083
H -3.44744 -1.18131 2.73050
H 2.41906 0.69294 2.70249
H 0.09260 3.86596 0.99864
H -2.15610 -3.72689 2.51519
H 1.72928 4.25351 1.55034
H -2.92294 4.10203 -2.00293
H 4.07187 0.74799 -2.29964
H -0.12955 -2.46533 3.92873
H 0.37613 1.75219 4.04941
H -0.49336 3.10946 3.31410
H -1.41398 0.08668 -3.67802
H 6.87411 -2.19293 -2.98557
H -0.81582 1.10634 -1.53039
H -1.80174 -2.64069 -1.25682
H 0.47405 0.54586 -2.37259
H -4.29609 4.02379 0.08342
H 0.23001 -2.96077 -0.04917
H -2.30069 -0.39940 3.83045
H 0.14668 -0.75876 3.55911
H -2.84481 3.83874 1.07421
H -0.74967 -3.80944 -2.04541
H -2.66890 -2.10733 4.02109
H -4.17102 2.66536 1.20343
H -2.37084 -3.00072 0.92402
H 3.00960 1.62684 1.31026
H -1.43018 3.90332 -1.06771
*
```

Results
Relative energy (zero: lowest compared OMol25 entry of this formula, charge and spin), kcal per mole: 21.4
LUMO (alpha / beta), eV: -2.9383 / -2.9209
<S²>: 0.75
Kohn-Sham gap (alpha / beta), Ha: 0.3092 / 0.3189



Number 1: DFT total energy -4640.9919 Ha. Number 2: DFT total energy -1032.7738 Ha. Number 3: DFT total energy -6865.0854 Ha.